# 1
ORCA calculation (ωB97M-V/def2-TZVPD) on an isolated molecule of C2F2O at a distorted geometry.

Structure (XYZ):
```
5
Properties=species:S:1:pos:R:3
F -0.01 1.40 2.04
C 0.20 0.58 1.07
C -0.32 0.02 0.17
O -0.11 -1.20 -1.01
F 0.24 -0.80 -2.26
```

- highest occupied orbital energy (hartree) = -0.4111
- orbital gap (eV) = 9.97
- structure (SMILES) = FC#COF
- lowest unoccupied orbital energy (eV) = -1.22

***

# 2
ORCA calculation (ωB97M-V/def2-TZVPD) on a cluster of 9 separate species, C27H42O27 in total at a distorted geometry.

Structure (XYZ):
```
96
Properties=species:S:1:pos:R:3
C -2.88 -2.89 -2.14
O -3.98 -3.31 -2.88
C -3.86 -3.60 -4.22
O -2.71 -3.68 -4.73
O -5.02 -3.85 -4.77
C -5.17 -4.03 -6.20
H -1.92 -3.02 -2.63
H -2.78 -3.47 -1.22
H -3.10 -1.85 -1.94
H -4.69 -4.98 -6.43
H -4.62 -3.24 -6.71
H -6.26 -3.98 -6.24
C -2.90 -3.33 3.48
O -3.82 -2.67 4.30
C -3.73 -1.39 4.39
O -2.81 -0.70 4.11
O -4.93 -0.98 4.80
C -5.11 0.40 5.30
H -3.27 -4.32 3.26
H -1.99 -3.43 4.08
H -2.55 -2.84 2.57
H -6.10 0.47 5.74
H -5.04 1.08 4.46
H -4.36 0.67 6.04
C 0.30 -1.41 -4.98
O 0.57 -2.27 -6.07
C 1.30 -1.78 -7.07
O 1.29 -0.54 -7.37
O 1.74 -2.72 -7.91
C 2.39 -2.33 -9.11
H -0.20 -0.48 -5.27
H 1.18 -1.21 -4.38
H -0.44 -2.03 -4.46
H 2.32 -3.20 -9.77
H 3.47 -2.16 -9.02
H 2.05 -1.44 -9.63
O -0.16 3.75 1.68
C 0.21 4.88 1.38
O -0.54 5.99 1.44
C 0.28 7.13 1.47
C 1.49 6.74 0.73
O 1.46 5.26 0.97
H -0.21 7.90 0.88
H 0.64 7.34 2.48
H 2.28 7.31 1.24
H 1.54 7.10 -0.30
O -1.05 5.77 -2.52
C -0.34 4.79 -2.40
O -0.53 3.93 -1.38
C 0.27 2.83 -1.63
C 1.33 3.26 -2.62
O 0.63 4.34 -3.16
H 0.90 2.58 -0.77
H -0.19 1.89 -1.93
H 1.33 2.52 -3.42
H 2.33 3.45 -2.24
O 1.72 -2.27 2.53
C 2.60 -1.53 3.06
O 3.95 -1.61 2.94
C 4.60 -0.61 3.72
C 3.43 0.32 4.12
O 2.28 -0.50 3.88
H 4.99 -1.02 4.65
H 5.45 -0.26 3.13
H 3.49 1.24 3.55
H 3.60 0.44 5.19
O -0.94 1.84 8.16
C -0.84 1.88 6.96
O -1.83 2.42 6.15
C -1.43 2.37 4.79
C 0.05 1.86 4.88
O 0.20 1.47 6.22
H -2.15 1.78 4.21
H -1.50 3.40 4.45
H 0.75 2.64 4.57
H 0.20 1.02 4.20
O 5.24 -5.40 -0.92
C 4.82 -4.30 -0.73
O 5.49 -3.32 -0.32
C 4.63 -2.21 -0.25
C 3.24 -2.52 -0.74
O 3.56 -3.93 -1.07
H 4.72 -1.76 0.74
H 5.10 -1.52 -0.96
H 3.03 -1.99 -1.67
H 2.49 -2.41 0.05
O 0.18 -1.43 -1.69
C -0.07 -1.02 -0.58
O -1.05 -1.45 0.21
C -1.10 -0.74 1.48
C -0.28 0.46 1.05
O 0.53 0.02 -0.04
H -2.10 -0.33 1.66
H -0.70 -1.35 2.28
H 0.36 0.57 1.92
H -0.75 1.44 0.94
```

- highest occupied orbital energy (hartree) = -0.3748
- orbital gap (eV) = 9.94
- structure (SMILES) = COC(=O)OC.COC(=O)OC.COC(=O)OC.O=C1OCCO1.O=C1OCCO1.O=C1OCCO1.O=C1OCCO1.O=C1OCCO1.O=C1OCCO1
- lowest unoccupied orbital energy (eV) = -0.26

***

# 3
ORCA calculation (ωB97M-V/def2-TZVPD) on a structure of composition C12H30Br2N2O4Sr at a distorted geometry.

Structure (XYZ):
```
51
Properties=species:S:1:pos:R:3
Sr 1.36 0.50 0.17
Br 0.12 1.93 -4.22
Br 3.00 -0.75 4.46
C 2.48 -3.42 -1.69
O 3.25 -2.25 -1.21
C 4.46 -2.15 -1.93
C 5.31 -1.05 -1.22
N 4.79 0.31 -1.38
C 5.66 1.34 -0.76
C 4.91 2.70 -0.67
O 3.87 2.48 0.35
C 4.17 3.03 1.60
H 3.06 -4.29 -2.02
H 1.82 -3.08 -2.48
H 1.73 -3.70 -0.95
H 4.29 -1.75 -2.92
H 5.09 -3.04 -2.01
H 6.28 -1.08 -1.70
H 5.49 -1.28 -0.17
H 4.76 0.44 -2.38
H 6.56 1.55 -1.33
H 5.94 1.14 0.28
H 4.42 2.81 -1.63
H 5.56 3.56 -0.53
H 3.39 2.75 2.30
H 3.96 4.10 1.63
H 5.12 2.73 2.04
C -2.89 3.06 1.08
O -2.74 1.72 1.23
C -3.95 1.01 1.66
C -3.73 -0.48 1.92
N -3.20 -1.20 0.79
C -3.99 -1.17 -0.44
C -5.37 -1.83 -0.24
O -6.26 -0.92 0.38
C -7.59 -1.43 0.50
H -3.47 3.59 1.84
H -3.40 3.11 0.12
H -1.87 3.43 0.95
H -4.84 1.20 1.07
H -4.23 1.35 2.65
H -4.63 -0.94 2.34
H -3.07 -0.49 2.79
H -3.32 -2.17 1.05
H -3.37 -1.64 -1.20
H -4.09 -0.13 -0.77
H -5.41 -2.76 0.33
H -5.68 -2.11 -1.25
H -7.54 -2.37 1.05
H -7.99 -1.68 -0.48
H -8.25 -0.71 0.99
```

- highest occupied orbital energy (hartree) = -0.2728
- orbital gap (eV) = 5.06
- lowest unoccupied orbital energy (eV) = -2.36

***

# 4
ORCA calculation (ωB97M-V/def2-TZVPD) on a structure of composition C12H8N2O4Ru at a distorted geometry.

Structure (XYZ):
```
27
Properties=species:S:1:pos:R:3
Ru 0.19 -0.05 -0.38
C -1.58 -0.71 -0.46
O -2.67 -1.09 -0.52
C 0.16 -0.44 -2.24
O -0.07 -0.77 -3.34
C 1.43 -1.45 0.11
O 2.21 -2.26 0.40
C 0.20 1.86 -0.40
O 0.22 3.02 -0.34
C 3.04 0.83 -1.42
H 3.01 1.91 -1.20
H 3.68 0.22 -0.79
C 2.42 0.32 -2.49
H 2.59 -0.72 -2.79
H 1.96 0.98 -3.24
N -3.73 2.93 3.88
C -2.87 2.15 3.69
C -1.84 1.17 3.42
C -1.36 0.34 4.43
C -0.41 -0.61 4.08
C 0.06 -0.67 2.77
N -0.40 0.15 1.80
C -1.37 1.03 2.11
H -1.72 0.47 5.46
H 0.00 -1.32 4.80
H 0.82 -1.40 2.49
H -1.76 1.66 1.30
```

- spin multiplicity = 6
- highest occupied orbital energy (spin up / spin down) (hartree) = -0.6675 / -0.8059
- orbital gap (spin up / spin down) (eV) = 6.30 / 5.92
- <S²> = 8.818
- lowest unoccupied orbital energy (spin up / spin down) (eV) = -11.87 / -16.01
- net charge = +3

***

# 5
ORCA calculation (ωB97M-V/def2-TZVPD) on a cluster of 2 separate species, C4H7NO2 in total.

Structure (XYZ):
```
14
Properties=species:S:1:pos:R:3
O 2.30 1.23 0.05
N 1.89 0.09 -0.46
C 0.64 -0.26 -0.32
C -0.07 -1.57 -0.68
C -1.32 -0.99 0.06
C -0.57 0.34 0.14
O 0.22 2.04 1.39
H 1.55 1.67 0.65
H 0.33 -2.52 -0.30
H -0.24 -1.69 -1.76
H -1.55 -1.52 0.99
H -2.24 -0.91 -0.53
H -1.01 1.30 -0.03
H 0.07 2.81 0.80
```

- highest occupied orbital energy (spin up / spin down) (hartree) = -0.3366 / -0.3370
- orbital gap (spin up / spin down) (eV) = 7.45 / 7.47
- lowest unoccupied orbital energy (spin up / spin down) (eV) = -1.71 / -1.70

***

# 6
ORCA calculation (ωB97M-V/def2-TZVPD) on a cluster of 2 separate species, C6H10N2 in total at a distorted geometry.

Structure (XYZ):
```
18
Properties=species:S:1:pos:R:3
C 0.08 0.88 0.40
C 0.44 -0.25 1.58
C -0.68 -0.50 0.64
C -0.83 -1.31 -0.59
C 1.19 -0.57 -1.38
C 0.44 0.73 -1.06
H -0.81 2.15 1.92
H -0.71 2.71 0.15
H 1.28 -1.01 1.59
H 0.01 0.35 2.47
H -1.64 -0.60 1.16
H -0.43 -2.43 -0.47
H -1.91 -1.63 -0.72
H 1.39 -1.44 -0.64
H 1.72 -0.33 -2.19
H 0.78 1.40 -1.96
N 0.02 2.26 0.82
N -0.34 -0.41 -1.70
```

- highest occupied orbital energy (hartree) = -0.2992
- orbital gap (eV) = 8.89
- lowest unoccupied orbital energy (eV) = 0.75

***

# 7
ORCA calculation (ωB97M-V/def2-TZVPD) on a cluster of 7 separate species, C51H85BBr2F4NO15 in total at a distorted geometry.

Structure (XYZ):
```
159
Properties=species:S:1:pos:R:3
C -3.66 2.88 1.76
C -3.21 1.29 1.88
C -2.24 0.89 0.55
F -3.29 0.33 -0.31
C -1.01 -0.01 1.08
C 0.26 0.85 1.73
B 0.04 2.47 1.97
C 0.51 3.73 1.05
O -0.75 2.90 3.18
C 1.72 0.66 1.06
C 1.77 -0.42 -0.23
C 1.35 0.49 -1.47
O 0.34 1.58 -1.29
C 0.03 2.24 -2.56
C 0.97 2.38 -3.88
O -1.19 2.86 -2.62
C 3.34 -0.83 -0.65
Br 3.60 -1.19 -2.65
C 4.51 0.11 -0.05
C 4.88 1.47 -0.86
Br 6.21 -1.04 -0.20
N 0.96 -1.58 0.29
C 1.51 -2.33 1.46
C 1.21 -2.01 3.00
C 1.57 -3.39 3.87
C 1.62 -2.89 5.46
C 0.40 -4.54 3.79
C -0.58 -1.40 0.24
C -1.19 -1.46 -1.30
C -0.49 -2.29 -2.48
C -1.12 -1.76 -3.93
F -0.93 -2.92 -4.88
F -0.36 -0.64 -4.53
F -2.59 -1.53 -3.89
C -1.38 -2.69 0.94
C -1.10 -4.14 0.15
C -2.98 -2.61 1.12
C -3.50 -2.23 2.67
H -4.81 2.98 1.46
H -3.54 3.41 2.82
H -3.07 3.46 0.93
H -4.17 0.63 1.93
H -2.64 1.14 2.89
H -1.94 1.88 -0.06
H -1.47 -0.50 2.08
H 0.40 0.54 2.88
H 0.99 4.59 1.71
H -0.45 4.19 0.54
H 1.27 3.50 0.20
H -1.00 3.88 3.10
H 2.25 1.62 0.65
H 2.47 0.23 1.89
H 2.30 1.17 -1.76
H 1.01 -0.01 -2.46
H 2.00 1.82 -3.83
H 1.21 3.50 -4.20
H 0.38 1.89 -4.79
H 3.62 -1.94 -0.30
H 4.48 0.37 1.09
H 3.97 2.22 -0.81
H 5.77 2.02 -0.30
H 5.19 1.33 -1.98
H 1.17 -2.31 -0.47
H 2.70 -2.38 1.51
H 1.26 -3.50 1.34
H 1.96 -1.19 3.45
H 0.13 -1.59 3.26
H 2.63 -3.80 3.59
H 2.49 -2.09 5.53
H 0.61 -2.33 5.69
H 1.83 -3.80 6.18
H 0.55 -5.34 4.66
H 0.53 -5.14 2.78
H -0.70 -4.13 3.84
H -1.28 -0.35 -1.73
H -2.33 -1.81 -1.35
H 0.69 -2.16 -2.59
H -0.67 -3.46 -2.50
H -1.07 -2.93 2.04
H -1.26 -5.05 0.88
H -1.88 -4.29 -0.74
H -0.01 -4.20 -0.30
H -3.38 -3.74 1.04
H -3.62 -2.04 0.35
H -2.64 -1.82 3.35
H -4.43 -1.49 2.60
H -3.93 -3.18 3.24
O 1.82 4.27 -6.50
C 1.45 5.41 -6.29
O 1.95 6.21 -5.30
C 1.21 7.43 -5.27
C 0.60 7.56 -6.65
C 0.36 6.12 -7.04
H 0.45 7.37 -4.49
H 1.89 8.26 -5.05
H -0.30 8.17 -6.66
H 1.33 8.01 -7.33
H -0.61 5.76 -6.69
H 0.47 5.98 -8.11
O -1.45 -1.98 6.14
C -2.52 -2.24 6.68
O -3.71 -1.65 6.34
C -4.72 -2.10 7.24
C -4.21 -3.41 7.79
C -2.71 -3.19 7.81
H -4.86 -1.35 8.02
H -5.66 -2.23 6.70
H -4.63 -3.66 8.77
H -4.45 -4.23 7.10
H -2.38 -2.72 8.74
H -2.17 -4.13 7.64
O 8.21 7.51 -3.44
C 7.24 7.01 -3.99
O 6.00 6.90 -3.43
C 5.15 6.18 -4.31
C 5.77 6.33 -5.67
C 7.24 6.40 -5.36
H 5.11 5.14 -3.98
H 4.14 6.60 -4.27
H 5.51 5.51 -6.36
H 5.44 7.27 -6.13
H 7.70 5.41 -5.31
H 7.77 7.03 -6.07
O 3.98 -4.59 1.83
C 5.09 -5.04 1.59
O 6.09 -5.14 2.51
C 7.27 -5.60 1.87
C 6.80 -6.30 0.62
C 5.57 -5.52 0.25
H 7.91 -4.74 1.65
H 7.81 -6.28 2.53
H 7.56 -6.32 -0.17
H 6.52 -7.33 0.85
H 5.80 -4.65 -0.37
H 4.82 -6.15 -0.23
O -4.47 -5.76 5.63
C -5.45 -5.91 4.93
O -6.72 -5.57 5.30
C -7.63 -5.98 4.28
C -6.81 -6.09 3.03
C -5.46 -6.52 3.56
H -8.08 -6.93 4.57
H -8.43 -5.23 4.18
H -7.23 -6.78 2.30
H -6.71 -5.11 2.55
H -5.39 -7.61 3.66
H -4.65 -6.13 2.95
O -2.75 6.84 -6.93
C -3.34 6.19 -6.09
O -3.49 6.56 -4.79
C -4.14 5.52 -4.07
C -4.87 4.71 -5.11
C -3.97 4.85 -6.32
H -3.38 4.93 -3.54
H -4.82 5.95 -3.33
H -5.04 3.67 -4.81
H -5.84 5.17 -5.32
H -3.19 4.08 -6.33
H -4.55 4.83 -7.25
```

- highest occupied orbital energy (hartree) = -0.4152
- orbital gap (eV) = 9.06
- lowest unoccupied orbital energy (eV) = -2.23
- net charge = +1

***

# 8
ORCA calculation (ωB97M-V/def2-TZVPD) on the ion C3H8N3O with charge +1 at a distorted geometry.

Structure (XYZ):
```
15
Properties=species:S:1:pos:R:3
C 0.25 0.57 1.00
C -0.99 0.15 0.88
C 1.36 -0.02 0.23
N -0.44 -0.38 -1.59
N -2.19 0.04 1.28
N 0.82 0.13 -1.49
O 1.56 -1.32 0.33
H 0.50 1.29 1.69
H 2.27 0.51 0.31
H -1.09 0.28 -1.95
H -2.36 -0.25 2.25
H -3.07 0.18 0.65
H 1.12 1.04 -1.99
H 1.59 -0.47 -2.01
H 0.67 -1.74 0.39
```

- highest occupied orbital energy (spin up / spin down) (hartree) = -0.4619 / -0.4616
- orbital gap (spin up / spin down) (eV) = 7.89 / 7.88
- lowest unoccupied orbital energy (spin up / spin down) (eV) = -4.68 / -4.68
- net charge = +1

***

no.,E_tot (hartree)
1,-350.8403
2,-3085.4347
3,-6064.2540
4,-965.9509
5,-361.6350
6,-343.8735
7,-8749.3850
8,-358.1829